Computed, not measured: the molecule C6H10 in a non-equilibrium geometry, with the ωB97M-V functional and the def2-TZVPD basis.

Each line ends with the Mulliken charge.
Element x y z (Å)
C: 0.394 1.143 2.299  -1.024
C: 0.739 1.661 0.910  -0.175
C: 0.594 1.008 -0.255  -0.336
C: 0.163 -0.356 -0.399  -0.189
C: -0.610 -0.848 -1.403  -0.076
C: -1.069 -2.247 -1.404  -1.091
H: -0.237 0.265 2.217  0.296
H: -0.085 1.978 2.858  0.315
H: 1.314 0.869 2.862  0.238
H: 1.166 2.649 0.877  0.372
H: 0.589 1.512 -1.260  0.218
H: 0.354 -1.024 0.454  0.299
H: -0.796 -0.383 -2.353  0.327
H: -0.883 -2.788 -0.429  0.274
H: -0.519 -2.904 -2.159  0.254
H: -2.169 -2.336 -1.554  0.298

Values from the calculation:
* total energy: -234.558594 Ha
* HOMO: -8.24 eV
* SMILES: C/C=C\C=C\C
* gap between HOMO and LUMO: 9.422 eV